# 1
26
Properties=species:S:1:pos:R:3:forces:R:3 method="wB97M-V/def2-TZVPD" orbital_gap_ev=10.62 smiles="C=C[N@@H+](C)CC(C)(C)C=O" charge=+1 e_above_lowest_kj_mol=319.6
C -2.34334 -1.69019 0.03818 -1.9 -1.8 -0.2
C -1.47351 -0.92233 -0.54705 0.0 -0.4 -1.5
N -1.16876 0.44020 -0.15604 0.7 0.8 -1.2
C -2.25367 1.39420 0.29442 -0.3 -0.1 2.7
C 0.03411 0.43102 0.72299 -0.4 -2.0 1.4
C 1.30487 -0.09816 -0.02369 -0.4 1.4 1.9
C 2.34271 -0.13557 1.09971 -1.8 1.3 2.1
C 1.63123 0.95477 -1.04065 1.4 1.9 -3.4
C 1.22196 -1.49345 -0.56673 -1.2 -0.4 -1.2
O 0.97865 -2.50526 0.05176 0.8 1.3 -0.9
H -2.92561 -1.50181 0.95245 0.3 0.2 -0.6
H -2.62247 -2.62765 -0.53820 0.7 1.0 1.2
H -0.89336 -1.33461 -1.40939 -0.8 1.0 0.7
H -0.75141 0.89342 -0.98173 -0.5 -0.2 -0.2
H -3.27157 1.26106 -0.18221 1.4 -0.4 0.7
H -2.23259 1.39765 1.49406 -0.6 -0.3 -2.8
H -1.88274 2.37462 0.03521 0.0 0.3 -0.2
H -0.28269 -0.28878 1.56788 0.9 1.5 -0.9
H 0.21686 1.47527 0.98243 0.0 -0.3 0.5
H 3.24466 -0.54973 0.83252 2.3 -0.5 -1.1
H 1.98104 -0.88432 1.83185 0.0 0.7 0.0
H 2.48384 0.88714 1.60220 -0.2 -1.5 -0.7
H 1.99467 1.93744 -0.61149 -0.7 -1.2 -0.2
H 0.96184 1.22238 -1.94935 -0.3 -0.4 1.9
H 2.43046 0.70848 -1.79200 0.1 -0.4 1.3
H 1.27482 -1.34581 -1.70715 0.3 -1.4 0.8



# 2
30
Properties=species:S:1:pos:R:3:forces:R:3 method="wB97M-V/def2-TZVPD" orbital_gap_ev=8.58 e_above_lowest_kj_mol=569.8
C 0.36391 -2.35914 -0.50725 -2.3 -2.5 0.5
C -0.06773 -1.20807 0.27496 1.6 2.7 0.1
C 0.95737 -0.04638 0.61300 -0.6 -1.7 1.4
C 1.97555 0.28834 -0.50128 -2.1 -1.3 -1.2
O 3.08376 -0.54490 -0.30198 0.7 -0.2 0.6
C 3.38449 -0.34344 1.06023 0.4 -1.3 1.0
O 3.99171 0.87986 1.28360 -0.7 1.1 0.5
C 1.98074 -0.35341 1.74804 1.2 -1.8 -1.0
N -1.36267 -1.05608 0.41328 1.7 1.6 0.1
O -2.23879 -1.72106 -0.08058 -2.1 -1.7 -1.0
O -1.80590 -0.01628 1.21384 -0.5 1.6 0.5
H -0.60163 -3.01013 -0.42933 2.0 0.5 -0.7
H 1.19188 -2.91094 -0.07716 0.2 0.1 0.3
H 0.60688 -2.21238 -1.54763 -0.1 0.4 -0.4
H 0.38004 0.71410 1.12714 -0.2 0.7 -1.1
H 1.60409 0.06906 -1.49483 -0.2 -0.2 -0.2
H 2.24374 1.29645 -0.52447 0.5 1.8 0.4
H 4.13698 -1.11406 1.44776 -1.4 0.4 -0.9
H 4.81977 0.90718 0.82549 0.8 0.0 -0.4
H 1.90173 0.42026 2.45263 0.2 0.8 1.2
H 1.91213 -1.33977 2.22451 -0.5 0.3 0.0
H -2.57658 0.47235 0.76379 1.2 -1.4 0.2
H -5.09193 -0.07118 -0.68738 -0.6 -1.0 -0.3
P -4.80602 1.22282 -0.34230 -0.1 1.0 0.7
C -3.63097 1.39130 -1.49089 2.0 0.6 -0.1
C -2.46656 2.45736 -1.37950 -0.6 -3.8 1.1
H -3.46129 0.54511 -2.17114 0.1 0.6 0.1
H -2.73791 3.18824 -0.61385 0.4 0.3 -0.6
H -1.65173 1.74016 -0.97962 -0.9 1.3 -0.1
H -2.03505 2.71462 -2.31906 -0.2 1.0 -0.7



# 3
30
Properties=species:S:1:pos:R:3:forces:R:3 method="wB97M-V/def2-TZVPD" orbital_gap_ev="6.41 / 8.19" charge=+1 e_above_lowest_kj_mol=0.0 spin_multiplicity=3
C 1.41818 1.02318 -0.13272 2.1 4.7 1.5
C 0.86872 2.43155 -0.05440 1.0 -3.1 0.5
C -3.77108 -1.21919 0.18170 -2.7 -0.4 2.1
C 0.96295 3.09368 1.34652 -0.5 0.2 -0.1
C 0.32726 -2.03149 -1.65688 1.2 0.4 1.3
C 2.36002 -1.66754 -0.29624 -0.7 2.8 -1.0
C 0.23032 -1.96568 0.86872 -1.0 -1.0 0.9
C 0.84459 -1.38554 -0.35933 1.0 0.1 -0.7
N 0.55291 0.08238 -0.41379 -3.1 -3.7 -1.8
O -0.47465 2.15319 -0.48497 -3.0 0.7 -0.1
O -4.57973 -1.18284 0.99778 -0.3 0.4 0.7
O -3.01730 -1.33470 -0.64974 2.9 -0.3 -2.8
O -3.18674 1.61758 -0.13004 -0.8 1.9 -0.4
S -1.05460 0.66537 -0.55823 3.5 0.7 0.6
H 2.42398 0.87141 0.07803 1.3 -0.6 0.4
H -3.34172 2.48625 -0.65033 0.1 -2.0 1.7
H 1.25392 3.00133 -0.87379 0.3 0.9 -0.3
H 1.14568 2.37803 2.19135 0.8 0.6 -1.1
H -0.08297 3.28711 1.57293 -0.1 1.0 0.0
H 1.58878 4.04812 1.31418 -0.9 -1.5 0.3
H 0.16086 -3.05346 -1.38172 0.7 -1.0 -0.4
H -0.68305 -1.77188 -1.88481 -0.5 1.0 -0.8
H 1.15927 -1.82484 -2.35802 -1.3 -0.5 -0.4
H 2.65345 -1.45645 0.68912 0.8 0.2 1.4
H 2.83439 -0.91161 -0.93813 0.4 -0.6 -0.1
H 2.65276 -2.65061 -0.55833 -0.1 -1.0 -0.4
H -0.01282 -1.21159 1.68694 0.3 -1.1 -1.0
H -0.66324 -2.39361 0.36994 -0.2 -0.2 1.7
H 0.90545 -2.78769 1.27083 -1.2 0.9 -0.3
H -3.47557 1.70951 0.81339 0.2 0.4 -1.3



# 4
26
Properties=species:S:1:pos:R:3:forces:R:3 method="wB97M-V/def2-TZVPD" orbital_gap_ev=7.03 e_above_lowest_kj_mol=632.0
C 0.52204 -0.77454 -0.54380 -0.5 -1.2 -0.2
C -0.33252 -0.20197 0.39992 0.0 2.9 -2.0
C -0.08999 1.58337 -0.62979 -0.4 -0.9 1.1
C 2.00463 -0.71445 -0.50735 0.0 -0.2 0.2
C -0.82843 1.60511 -1.94060 0.1 0.1 -0.1
C -0.66619 2.50323 0.42366 0.0 0.2 -0.1
C -0.14110 -2.40857 1.27910 0.2 -0.3 -0.2
C 0.40502 -2.34715 2.49366 0.0 -0.1 -0.2
O 0.00404 -1.30140 -1.65206 0.4 0.3 0.8
O -1.69853 -0.35218 0.21578 0.6 -0.3 0.3
H -0.96629 -1.31100 -1.53497 0.1 0.0 0.1
H -1.85459 -1.15581 0.76248 0.0 -0.1 -0.1
H 0.05705 0.13250 1.35065 0.0 -0.2 0.0
H 0.97893 1.75138 -0.75812 0.0 -0.1 0.1
H -0.33972 -3.40818 0.87483 0.0 -0.1 0.2
H 2.38019 -1.73116 -0.36976 0.0 0.1 0.0
H 2.35294 -0.09745 0.31862 -0.1 0.0 0.0
H 2.39721 -0.33428 -1.45199 -0.1 0.0 0.0
H -0.64008 3.54203 0.06923 0.0 0.0 0.0
H -0.35002 0.98319 -2.69912 -0.1 -0.1 0.1
H -0.83555 2.62408 -2.35164 0.0 0.0 0.1
H -1.86656 1.29617 -1.81066 0.0 0.0 0.0
H -0.10052 2.47143 1.35745 0.0 0.0 0.0
H -1.70778 2.25441 0.63705 0.1 0.0 0.0
H 0.67951 -1.39249 2.95315 0.0 0.0 0.0
H 0.63629 -3.21625 3.11428 0.0 0.0 0.0



# 5
26
Properties=species:S:1:pos:R:3:forces:R:3 method="wB97M-V/def2-TZVPD" orbital_gap_ev=10.52 smiles="CCO[C@@H](CC=O)C(C)C" e_above_lowest_kj_mol=297.4
C -2.45835 1.62264 1.80489 3.9 -0.4 2.1
C -1.91486 0.20149 1.46462 3.5 3.0 1.1
O -1.09199 0.32301 0.29250 0.8 -0.9 -1.2
C 0.27196 -0.20224 0.25558 0.2 0.3 -1.3
C 0.43620 -1.68409 0.47661 0.9 0.5 0.6
C 1.91684 -2.06624 0.65230 -0.6 0.9 3.9
O 2.54803 -1.83022 1.69720 -1.4 0.0 -2.5
C 1.08264 0.16395 -1.13316 -2.7 0.4 2.3
C 0.52248 -0.58518 -2.32928 -0.3 -0.2 -1.2
C 0.99584 1.65271 -1.36793 -0.2 -0.2 2.1
H -1.69090 2.36702 1.42006 -0.9 -0.7 0.9
H -2.65406 1.68295 2.91955 0.4 0.2 -1.2
H -3.33387 1.81400 1.33732 -2.8 0.5 -1.7
H -1.31032 -0.21128 2.31028 -0.6 0.2 -0.6
H -2.75685 -0.31738 1.28561 -2.5 -2.7 -0.8
H 0.77596 0.18903 1.10330 0.8 1.2 0.7
H 0.02199 -1.90977 1.42690 -0.6 -0.4 1.0
H -0.08190 -2.22331 -0.26550 -0.3 -1.0 -1.0
H 2.33229 -2.72920 -0.03524 1.0 -1.0 -1.8
H 2.15928 0.03731 -0.94609 -0.4 -0.8 0.0
H 0.53033 -1.68779 -2.30372 0.1 0.4 0.4
H 1.18193 -0.32277 -3.17646 -0.4 -0.1 0.1
H -0.54011 -0.29432 -2.62238 1.4 -0.1 0.7
H 1.62247 1.80610 -2.16338 1.7 1.0 -2.1
H 1.39504 2.16021 -0.46801 -0.3 0.1 -0.6
H 0.03995 2.04337 -1.63559 -0.9 0.0 0.1



# 6
28
Properties=species:S:1:pos:R:3:forces:R:3 method="wB97M-V/def2-TZVPD" orbital_gap_ev=9.91 smiles=C1COCCO1.C1COCCO1 e_above_lowest_kj_mol=346.8
C -2.96180 1.00751 -1.61649 0.7 0.1 0.2
C -2.37125 1.83660 -0.38854 -2.0 -1.0 -1.1
O -3.32172 2.92334 -0.24974 1.2 -0.8 0.7
C -3.39034 3.73709 -1.38520 0.0 0.0 -0.7
C -3.63572 2.93073 -2.72489 -0.4 -0.6 -0.2
O -2.86341 1.70014 -2.89157 0.5 0.8 2.0
H -4.04273 0.86399 -1.42560 0.4 0.0 0.2
H -2.49914 0.00546 -1.70189 0.0 0.7 -0.2
H -1.29932 2.09423 -0.48870 -0.6 0.4 -0.2
H -2.48711 1.22956 0.52990 0.1 0.3 -0.5
H -4.23211 4.41389 -1.14272 0.3 -0.2 -0.7
H -2.46800 4.34797 -1.42484 -0.2 -0.2 -0.4
H -4.65390 2.50333 -2.80290 -0.1 0.9 0.4
H -3.46222 3.55318 -3.62372 0.1 -0.3 0.6
C -1.17911 -0.10940 -4.98117 0.0 1.5 0.8
C -1.45734 -1.26701 -4.01892 -0.8 1.7 -0.3
O -1.41363 -2.42589 -4.74471 0.2 -2.9 -0.6
C -2.16866 -2.46373 -5.94812 -0.5 1.2 -0.6
C -1.69669 -1.32485 -6.87179 1.4 -1.2 0.0
O -1.98718 -0.16832 -6.16200 -0.5 1.3 0.6
H -0.10050 -0.04641 -5.22216 -0.3 -0.2 -0.2
H -1.47259 0.84322 -4.49968 0.3 -0.5 -0.2
H -2.46516 -1.07855 -3.60150 0.1 -0.3 -0.1
H -0.74810 -1.32876 -3.17122 -0.2 0.0 -0.6
H -2.24823 -3.46583 -6.41171 0.6 0.4 0.6
H -3.19632 -2.09326 -5.76888 0.0 -0.6 0.3
H -0.59944 -1.21585 -6.96977 -0.1 -1.2 -0.4
H -2.11879 -1.41056 -7.89157 -0.3 0.6 0.7



# 7
28
Properties=species:S:1:pos:R:3:forces:R:3 method="wB97M-V/def2-TZVPD" orbital_gap_ev=11.00 smiles="CCOC(C)=O.CCOC(C)=O" e_above_lowest_kj_mol=83.7
C 1.92652 5.83268 2.25210 0.9 0.4 -1.2
C 2.20952 5.12540 3.54389 0.0 1.8 0.4
O 1.86950 3.76373 3.38236 1.0 -1.7 -0.7
C 2.87054 3.00735 2.78365 2.6 -0.3 0.0
C 2.50191 1.56797 2.36519 -1.0 0.6 0.6
O 4.06869 3.32678 2.71526 -3.1 0.2 0.2
H 1.98278 6.92533 2.39203 0.0 -0.4 -0.1
H 0.93682 5.58195 1.83470 0.4 0.0 0.4
H 2.70092 5.53051 1.52711 -0.4 0.3 -0.1
H 3.25335 5.23293 3.89648 -0.5 -0.1 -0.4
H 1.56068 5.69950 4.23299 0.1 -1.4 0.5
H 1.48657 1.48935 1.94151 0.4 0.1 0.3
H 2.51992 1.04338 3.33529 -0.2 -0.1 -0.4
H 3.20814 1.06758 1.68148 0.0 0.8 0.4
C 3.53126 -0.55790 -1.63586 -1.4 0.6 0.1
C 4.92830 -1.02862 -1.72415 0.4 0.0 -1.3
O 5.75046 -0.35776 -0.75267 0.8 -0.4 0.1
C 6.71770 0.50819 -1.15485 0.0 1.6 -2.6
C 7.49673 1.10872 -0.00907 -0.3 -0.7 0.9
O 6.84447 0.91840 -2.31525 -0.3 -1.4 2.2
H 2.93009 -1.21332 -2.28826 0.0 0.4 0.2
H 3.46214 0.47541 -2.01544 -0.1 -0.3 0.2
H 3.10589 -0.58822 -0.61863 0.2 -0.1 -0.3
H 4.92536 -2.13192 -1.63376 0.7 0.6 0.5
H 5.24208 -0.77624 -2.75531 0.4 -0.2 0.6
H 8.55040 1.37801 -0.19310 -0.7 -0.2 -0.5
H 7.45879 0.38349 0.82111 0.1 0.5 -0.1
H 6.94885 2.01737 0.29225 0.2 -0.3 0.0



# 8
26
Properties=species:S:1:pos:R:3:forces:R:3 method="wB97M-V/def2-TZVPD" orbital_gap_ev="7.18 / 8.55" e_above_lowest_kj_mol=0.0 spin_multiplicity=3
C 1.19971 -0.57680 0.27787 0.3 0.9 0.8
C 0.78778 0.83123 0.25667 -2.3 2.9 -0.2
C -0.66661 0.89162 -0.33337 -0.2 -0.1 0.7
C 2.05217 -0.95757 -0.86539 -0.1 -1.7 0.5
C 0.51937 -1.44312 1.29978 -0.9 -1.6 -1.4
C 0.72168 1.58007 1.57646 1.5 -2.5 0.9
C -0.78867 0.80684 -1.78984 -1.6 -3.4 0.7
C -2.91578 -0.89153 -0.00823 -1.5 0.7 2.2
O 1.48946 1.65846 -0.69389 1.9 1.3 -0.3
S -2.14572 0.64773 0.60914 0.5 -0.1 0.4
H 2.37766 -1.94951 -0.58847 0.4 -0.7 -0.4
H 2.95668 -0.34728 -0.84260 -0.3 0.2 -0.8
H 1.50840 -1.06596 -1.85140 0.8 0.6 0.8
H -0.57181 -1.25478 1.33555 0.5 0.4 0.1
H 0.82879 -1.48645 2.35227 0.5 0.3 -0.3
H 0.50171 -2.48272 0.88791 0.5 0.4 0.6
H 0.02026 1.00539 2.20703 0.2 1.1 0.1
H 0.60863 2.61067 1.43067 -1.3 1.4 -0.2
H 1.71709 1.54510 2.03226 0.0 -0.4 0.2
H -0.53650 -0.28897 -2.04563 0.3 1.4 -0.2
H -0.22781 1.50640 -2.32459 0.7 0.9 -1.0
H -1.86260 0.76904 -1.96019 0.0 0.8 -0.8
H -3.88979 -1.12818 0.51524 1.5 0.3 0.4
H -2.35213 -1.75190 -0.17622 1.4 -1.4 0.6
H -3.32857 -0.72156 -0.90926 -1.1 1.1 -3.6
H 1.99658 2.49379 -0.39179 -1.5 -2.5 0.1